The following is a quantum chemistry calculation of a molecular structure, C11H19ClINOPTl at a distorted geometry, from the Open Molecules 2025 dataset.

Frontier orbital gap (spin up / spin down) in eV: 6.42 / 5.14
Relative energy (zero: lowest compared OMol25 entry of this formula, charge and spin) in eV: 0.0000
DFT total energy in Ha: -1831.6218
Lowest unoccupied orbital energy (spin up / spin down) in eV: -9.044 / -10.272
M in g/mol: 578.99
Max |F| in eV Å⁻¹: 3.0

```
! wB97M-V def2-TZVPD RIJCOSX def2/J DEFGRID3
* xyz 2 1
Tl -0.929 -0.134 -1.192
I 0.758 2.050 -0.347
Cl -3.011 -0.228 0.162
P -0.339 0.396 -3.620
O 3.929 0.325 -0.705
N -0.321 -0.617 2.312
C 1.312 0.920 -4.193
C 0.466 -1.816 -0.982
C 1.166 -0.088 5.637
C 1.078 -0.311 4.263
C -0.187 -0.268 3.612
C -0.848 -0.983 -4.677
C -1.228 0.299 5.744
C -1.336 0.068 4.376
C 0.016 0.212 6.382
C 2.878 0.126 -1.108
C -1.449 1.786 -4.002
H 2.138 -0.158 6.130
H 1.327 1.117 -5.276
H -1.088 -0.655 -5.695
H 1.031 -1.945 -1.912
H -0.061 -1.747 -4.725
H -2.350 1.681 -3.381
H -1.199 -0.456 1.818
H -1.740 -1.456 -4.243
H -0.984 2.747 -3.749
H -1.747 1.793 -5.059
H -2.125 0.537 6.314
H 1.131 -1.695 -0.121
H -2.296 0.128 3.862
H 0.488 -0.795 1.733
H -0.217 -2.669 -0.832
H 1.967 -0.522 3.664
H 0.093 0.389 7.454
H 2.053 0.140 -3.977
H 1.625 1.831 -3.667
*
```